{"formula": "C18H16ClNS", "method": "ωB97M-V/def2-TZVPD", "species": ["Cl", "C", "C", "C", "C", "C", "C", "C", "C", "N", "C", "C", "C", "C", "C", "C", "C", "C", "C", "C", "S", "H", "H", "H", "H", "H", "H", "H", "H", "H", "H", "H", "H", "H", "H", "H", "H"], "positions_angstrom": [[3.514, -4.967, -0.740], [2.101, -3.951, -0.215], [0.900, -4.553, 0.127], [-0.254, -3.983, 0.183], [-0.285, -2.567, 0.035], [0.890, -1.864, -0.272], [2.160, -2.528, -0.313], [0.938, -0.438, -0.741], [0.105, 0.591, -0.258], [0.421, 1.890, -0.759], [-0.557, 2.944, -0.480], [-0.712, 3.546, -1.785], [0.055, 2.647, -2.806], [1.236, 2.241, -1.984], [-0.653, 0.290, 0.982], [-0.317, 1.050, 2.088], [-0.900, 0.804, 3.319], [-1.841, -0.302, 3.464], [-2.269, -0.974, 2.332], [-1.637, -0.739, 1.144], [-1.864, -1.794, -0.092], [1.071, -5.619, 0.374], [-1.117, -4.476, 0.591], [3.008, -1.836, -0.440], [1.770, -0.337, -1.436], [-0.223, 3.709, 0.221], [-1.528, 2.552, -0.128], [-1.679, 3.488, -2.265], [-0.387, 4.552, -1.807], [0.466, 3.259, -3.700], [-0.570, 1.788, -3.183], [1.900, 3.022, -1.825], [1.809, 1.431, -2.478], [0.334, 1.910, 1.927], [-0.699, 1.488, 4.107], [-2.224, -0.487, 4.402], [-2.963, -1.786, 2.411]], "mulliken_charge": [-0.2281, 0.0859, -0.2386, -0.7741, 0.5369, 0.2746, -0.7586, -1.2603, 0.8825, 0.0663, -0.5022, -0.7148, -0.5529, -0.6216, 0.1424, -0.5299, -0.7199, -0.6158, -0.4656, 0.7363, -0.3625, 0.2987, 0.4059, 0.4618, 0.2188, 0.3127, 0.3125, 0.2856, 0.3137, 0.3661, 0.2516, 0.3202, 0.2856, 0.4123, 0.4317, 0.4848, 0.4578], "homo_ev": -7.3643, "relative_energy_kcal_mol": 60.0, "homo_lumo_gap_ev": 7.93, "smiles": "Clc1ccc2c(c1)C=C(N1CCCC1)c1ccccc1S2", "e_lumo_ev": 0.6, "total_energy_ha": -1608.5341}